Record 1
{"formula": "C24H32N2O5", "method": "ωB97M-V with the def2-TZVPD basis set", "species": ["O", "H", "C", "N", "H", "H", "C", "H", "C", "H", "C", "H", "H", "H", "H", "C", "C", "H", "C", "H", "H", "C", "H", "H", "C", "C", "C", "H", "N", "C", "O", "C", "C", "C", "O", "C", "H", "C", "H", "H", "C", "H", "H", "H", "H", "H", "C", "H", "H", "H", "O", "C", "H", "H", "H", "C", "C", "H", "C", "O", "H", "C", "H"], "positions_angstrom": [[1.000, 3.657, -0.471], [3.139, -3.128, -3.849], [-2.065, 0.999, 0.492], [-1.857, -1.856, 1.386], [2.930, 2.749, 2.487], [-0.920, -0.464, -0.592], [-3.290, 0.157, 0.791], [0.860, 1.027, -1.214], [-2.047, 2.324, 0.928], [1.316, -3.311, -0.728], [-5.222, 0.366, -2.380], [5.215, 0.982, 0.212], [-3.297, -2.034, -1.044], [1.391, -0.518, 2.472], [2.673, 4.187, -1.427], [2.605, 0.008, 0.778], [1.737, -0.804, 1.494], [-4.058, 1.755, -1.166], [1.685, -2.384, -0.317], [-1.816, -2.328, 0.497], [-2.872, -0.723, 2.716], [-0.825, -1.961, 2.248], [5.696, 1.187, -1.493], [1.423, 1.811, 2.332], [0.049, 2.732, -0.181], [-3.548, -1.041, -1.422], [2.586, -1.604, -1.035], [2.675, 2.492, -0.882], [-4.091, -0.215, -0.366], [3.043, -0.397, -0.491], [3.067, 1.212, 1.218], [0.053, 1.411, -0.610], [-4.746, 0.908, -1.022], [2.627, -3.092, -2.889], [3.864, 0.405, -1.260], [0.319, -2.835, 1.747], [-4.404, -1.396, -3.407], [-0.983, 0.560, -0.259], [-5.477, -1.758, -2.044], [2.891, -3.982, -2.307], [5.189, 0.534, -0.785], [5.692, -0.438, -0.759], [2.792, 1.157, 3.276], [-0.057, -3.667, 1.151], [-2.664, -0.600, -1.909], [-4.786, 0.946, -3.193], [2.068, 3.289, -1.317], [-2.867, 2.696, 1.526], [-3.970, 0.787, 1.381], [-5.575, 1.247, -0.396], [3.073, -1.914, -2.268], [1.275, -1.990, 0.946], [1.545, -3.076, -3.059], [-6.305, 0.409, -2.477], [0.835, -3.233, 2.624], [-1.011, 3.173, 0.614], [-4.709, -1.078, -2.411], [-3.917, -1.702, 1.653], [-3.024, -1.069, 1.691], [-0.798, -1.401, 3.324], [-1.004, 4.196, 0.958], [2.513, 1.747, 2.398], [1.707, 2.973, -2.300]], "forces_ev_per_angstrom": [[-0.2, 0.1, 0.2], [-0.1, 0.0, 0.1], [-0.2, 0.0, 0.1], [-0.3, 0.0, -0.4], [-0.1, -0.1, 0.0], [0.0, 0.0, -0.1], [0.0, -0.3, 0.2], [0.1, 0.0, -0.1], [0.1, -0.1, 0.0], [0.0, -0.1, -0.1], [0.0, 0.0, 0.0], [0.0, 0.0, -0.1], [0.1, -0.1, 0.0], [0.0, 0.1, 0.1], [0.0, -0.1, 0.0], [0.1, -0.1, -0.2], [0.1, 0.1, 0.1], [0.0, 0.0, 0.0], [0.0, -0.2, -0.1], [0.1, -0.1, 0.1], [-0.1, -0.1, -0.1], [0.2, -0.6, -0.2], [0.1, 0.0, 0.0], [0.0, 0.0, 0.0], [-0.2, 0.0, 0.1], [0.0, -0.1, -0.1], [0.2, 0.3, 0.0], [-0.1, 0.0, 0.0], [-0.1, 0.0, 0.0], [0.3, 0.1, -0.1], [0.1, -0.4, -0.5], [0.3, 0.2, -0.1], [-0.1, 0.3, 0.1], [-0.1, -0.2, -0.1], [-0.6, -0.2, 0.2], [0.0, 0.2, 0.2], [0.0, 0.0, 0.0], [-0.1, 0.0, 0.0], [0.0, -0.1, 0.0], [0.0, 0.0, 0.0], [0.3, 0.0, 0.1], [0.0, 0.0, 0.0], [0.0, 0.0, 0.0], [0.0, 0.0, 0.0], [0.0, -0.1, 0.0], [0.0, 0.0, 0.0], [0.2, -0.1, -0.1], [-0.1, 0.0, 0.1], [0.1, -0.1, 0.0], [0.0, 0.1, 0.0], [0.0, 0.4, 0.3], [0.2, 0.1, -0.1], [0.0, 0.0, 0.0], [0.0, 0.0, -0.1], [-0.1, 0.0, 0.0], [0.2, 0.1, -0.1], [0.1, -0.1, 0.0], [0.0, 0.1, 0.1], [-0.2, 0.3, 0.1], [0.1, 0.2, 0.4], [0.0, 0.1, 0.0], [-0.2, 0.1, 0.3], [0.0, 0.0, 0.0]], "smiles": "COc1ccc([C@H](CNC(=O)Cc2cc(OC)c(OC)c(OC)c2)N2CCCC2)cc1", "energy_ha": -1419.40689}

Record 2
{"formula": "C24H32N3O10P2W", "method": "ωB97M-V with the def2-TZVPD basis set", "species": ["H", "O", "O", "C", "C", "O", "H", "C", "C", "C", "C", "H", "H", "H", "H", "C", "C", "N", "O", "H", "C", "O", "C", "H", "N", "H", "C", "H", "H", "H", "N", "C", "H", "H", "C", "H", "O", "H", "C", "H", "O", "C", "W", "H", "C", "H", "H", "H", "O", "H", "H", "O", "H", "H", "O", "C", "C", "C", "H", "P", "C", "H", "P", "H", "C", "C", "H", "H", "C", "H", "H", "C"], "positions_angstrom": [[3.048, 2.214, -0.302], [-0.190, -2.835, 0.127], [0.106, -1.589, -3.226], [-0.430, 2.803, -4.954], [-0.252, -2.863, 4.494], [0.825, -3.673, -4.628], [1.780, 3.793, 2.544], [-1.058, 3.480, 1.990], [1.395, -3.710, -2.021], [-1.578, -2.530, 4.755], [-1.615, 2.069, -4.802], [1.492, -2.481, 3.276], [2.988, -4.175, -3.383], [-1.784, -3.394, -2.639], [2.099, 2.642, -1.895], [2.849, -3.586, -2.479], [-2.455, 1.851, 0.638], [-1.722, 0.657, 1.111], [1.126, -5.084, -1.773], [-3.218, -1.266, 4.205], [-1.568, -1.355, -0.977], [1.633, -1.325, -0.633], [2.275, 1.867, 1.650], [-3.310, 2.008, 1.301], [0.043, 2.604, 2.367], [0.909, 1.677, 4.036], [0.452, -2.253, 3.470], [1.174, 3.575, 0.913], [3.286, 2.095, 1.995], [-0.770, 4.541, 2.021], [1.181, 1.348, -0.626], [1.218, 2.023, -1.731], [2.960, 0.506, 0.108], [0.266, 3.292, 4.374], [-0.191, -1.305, 2.688], [-1.853, 3.362, 2.732], [2.244, -3.509, 0.515], [-2.792, 0.776, -3.546], [-2.130, 0.156, 2.215], [0.169, -5.218, -1.733], [-2.460, -1.846, -1.481], [-1.877, 1.342, -3.663], [-0.059, -0.282, -0.089], [3.510, -3.971, -1.704], [-1.511, -0.942, 2.943], [-0.802, 3.024, -0.109], [-2.114, -3.013, 5.560], [0.243, -3.606, 5.106], [0.464, -0.683, 1.682], [-0.832, 1.916, 4.142], [-3.000, 0.605, 2.695], [-1.169, 0.649, -1.522], [3.105, -2.546, -2.685], [1.819, -4.016, 1.218], [-1.087, -3.889, -3.093], [0.253, 2.050, -2.776], [0.100, 2.368, 3.799], [1.334, 3.054, 1.861], [1.419, 3.359, -4.030], [0.257, -3.044, -3.292], [0.497, 2.796, -3.942], [-0.253, 3.368, -5.858], [1.206, -2.805, -0.451], [1.924, 1.031, 2.250], [-1.611, 3.119, 0.617], [-0.927, 1.320, -2.637], [-2.837, 1.635, -0.356], [-2.345, 2.075, -5.602], [2.438, 1.458, 0.193], [0.169, -4.080, -5.206], [-2.259, 3.924, 0.260], [-2.197, -1.559, 3.993]], "forces_ev_per_angstrom": [[0.1, 0.0, 0.0], [0.1, -0.3, 0.0], [-0.1, 0.2, 0.0], [0.0, 0.0, 0.0], [0.0, -0.1, 0.1], [0.0, 0.1, 0.1], [0.0, 0.0, 0.0], [0.0, 0.0, 0.0], [0.2, -0.1, -0.1], [0.0, 0.0, 0.0], [0.0, 0.0, -0.1], [0.0, 0.0, 0.0], [0.0, 0.0, 0.0], [-0.1, 0.0, 0.0], [0.0, 0.0, 0.0], [0.0, 0.0, -0.1], [-0.1, -0.1, 0.1], [0.0, 0.0, 0.0], [0.0, 0.1, 0.0], [0.0, 0.0, 0.0], [0.1, 0.0, 0.6], [-0.1, -0.3, -0.2], [0.0, 0.0, 0.0], [0.0, 0.0, 0.0], [0.0, 0.0, 0.0], [0.0, 0.0, 0.0], [0.0, 0.1, -0.1], [0.0, 0.0, 0.0], [0.0, 0.0, 0.0], [0.0, 0.0, 0.0], [0.4, 0.1, 0.3], [0.1, 0.1, 0.1], [0.0, 0.0, 0.0], [0.0, 0.0, 0.0], [-0.1, 0.1, 0.1], [0.0, 0.0, 0.0], [0.1, 0.1, 0.0], [0.0, 0.0, 0.0], [0.0, 0.0, 0.0], [0.0, 0.0, 0.0], [-0.1, -0.2, -0.1], [0.1, 0.0, 0.2], [-1.0, 0.7, -1.0], [0.0, 0.0, 0.0], [-0.1, 0.1, 0.0], [0.0, 0.0, 0.0], [0.0, 0.0, 0.0], [0.0, 0.0, 0.0], [0.1, -0.3, 0.0], [0.0, 0.0, 0.0], [0.0, 0.0, 0.0], [0.6, -0.3, 0.2], [0.0, 0.0, 0.0], [0.0, -0.1, 0.0], [0.1, 0.0, 0.0], [0.0, -0.1, 0.1], [0.0, 0.0, 0.0], [0.0, 0.0, 0.0], [0.0, 0.0, 0.0], [0.1, -0.3, -0.1], [-0.1, -0.1, 0.0], [0.0, 0.0, 0.0], [-0.1, 0.0, 0.2], [0.0, 0.0, 0.0], [0.0, 0.0, 0.0], [-0.2, 0.4, -0.3], [0.0, 0.0, 0.0], [0.0, 0.0, 0.0], [-0.1, 0.0, -0.1], [0.0, 0.0, 0.0], [0.0, 0.0, 0.0], [0.1, 0.0, 0.0]], "energy_ha": -2600.28902, "total_charge": 1}

Record 3
{"formula": "C24H32N4O4", "method": "ωB97M-V with the def2-TZVPD basis set", "species": ["H", "C", "H", "H", "H", "H", "H", "H", "H", "C", "C", "H", "H", "C", "O", "C", "C", "H", "H", "C", "O", "C", "C", "N", "H", "N", "N", "C", "H", "H", "O", "H", "C", "C", "C", "C", "C", "C", "C", "H", "H", "H", "H", "H", "H", "H", "N", "H", "C", "C", "H", "C", "H", "H", "H", "H", "C", "O", "C", "C", "C", "H", "H", "H"], "positions_angstrom": [[4.256, 0.190, -2.839], [-3.726, 0.789, 0.458], [-5.875, -3.930, 0.955], [-2.357, 0.549, -1.889], [6.246, 1.802, 0.713], [-4.507, 1.682, -1.329], [0.404, 2.248, 4.229], [-1.487, 1.697, -0.845], [0.948, 0.082, 0.106], [-2.801, 3.183, 2.265], [-3.641, 1.794, -0.669], [0.009, -2.671, -2.261], [1.416, -2.289, 0.408], [1.194, -1.943, -0.599], [-6.361, -2.921, -1.414], [-4.369, -0.411, 0.369], [3.464, -0.656, -1.052], [-0.560, -0.822, -0.031], [-2.315, 2.277, -2.307], [6.280, -1.033, -3.622], [-0.122, 4.803, 4.186], [2.490, -1.801, -1.428], [0.299, -2.993, -1.261], [-3.438, -0.352, 2.406], [-4.540, -2.817, 2.764], [4.438, -0.518, -2.150], [5.101, 0.045, 0.746], [4.066, -0.723, 0.383], [5.018, 1.698, -0.561], [-0.953, 0.466, 3.152], [3.581, -1.451, 1.239], [3.035, -2.745, -1.366], [-0.493, 2.506, 3.674], [-2.369, 1.564, -1.479], [5.491, -1.310, -2.364], [-1.258, 1.506, 3.064], [0.404, -0.635, -0.508], [-2.412, 1.835, 2.333], [-5.644, -2.304, -0.430], [-2.352, 5.216, 2.813], [-5.251, -0.529, -1.596], [6.663, -0.015, -3.596], [-3.725, 3.455, 1.765], [6.505, 0.716, -0.664], [2.200, -1.659, -2.470], [5.427, -0.141, 1.682], [-3.167, 0.811, 1.742], [5.634, -1.170, -4.487], [-0.876, 3.841, 3.580], [-4.704, -2.326, 1.810], [0.838, -3.939, -1.324], [-5.448, -2.946, 0.798], [-6.374, -2.363, -2.206], [-0.544, 5.671, 4.096], [-3.661, 2.817, -0.292], [0.239, -0.225, -1.504], [-2.033, 4.181, 2.877], [5.832, -2.214, -1.617], [-4.166, -1.059, 1.580], [5.752, 1.129, 0.010], [-5.104, -1.032, -0.648], [2.886, 0.266, -1.063], [7.112, -1.735, -3.678], [-0.596, -3.143, -0.656]], "forces_ev_per_angstrom": [[-0.1, 0.0, 0.0], [0.4, 1.2, 0.7], [0.0, 0.1, 0.0], [0.1, 0.1, 0.1], [-0.1, -0.1, 0.0], [0.0, -0.1, 0.3], [-0.1, 0.0, -0.1], [-0.1, -0.1, -0.1], [-0.1, 0.3, 0.0], [0.3, -0.2, 0.2], [0.5, -0.1, 0.6], [-0.1, -0.1, -0.1], [0.2, 0.1, 0.0], [-0.3, 0.2, -0.4], [-0.1, -0.3, 0.0], [-0.5, -0.3, -0.9], [0.0, -0.2, -0.3], [-0.1, 0.1, -0.1], [0.1, -0.1, 0.0], [-0.1, 0.0, 0.0], [0.1, 0.1, 0.1], [0.0, -0.2, 1.1], [0.4, 0.0, 0.3], [1.2, 1.7, 1.2], [-0.1, 0.0, -0.1], [-0.8, 0.9, 0.6], [0.9, 1.3, -0.4], [-0.6, -1.1, 0.3], [0.1, 0.0, 0.0], [-0.1, 0.2, -0.1], [-0.4, -0.2, -0.6], [0.1, 0.0, -0.1], [-0.2, -0.3, -0.1], [0.1, 0.2, -0.2], [1.2, -1.3, 0.0], [0.0, 0.5, -0.1], [0.5, -0.3, 0.3], [0.8, 0.9, 0.9], [0.7, 2.4, -1.1], [0.0, 0.0, 0.0], [-0.1, -0.1, -0.1], [0.0, 0.1, -0.2], [0.1, -0.1, 0.1], [0.1, 0.2, -0.1], [0.1, 0.2, -0.1], [-0.2, 0.0, -0.1], [-1.4, -1.2, -1.9], [0.0, 0.1, -0.2], [-0.5, 0.2, -0.3], [-1.2, -1.7, -0.8], [-0.1, -0.1, -0.1], [0.9, 0.2, 1.8], [0.0, -0.2, 0.4], [0.1, -0.4, 0.0], [0.0, 0.0, -0.1], [-0.1, 0.1, -0.1], [-0.1, -0.8, -0.2], [-0.4, 0.2, 0.2], [-0.1, -0.6, 0.2], [-0.1, -0.6, 0.0], [-0.8, -1.3, -0.4], [0.0, 0.3, 0.0], [-0.1, 0.1, 0.1], [-0.1, -0.1, -0.1]], "smiles": "CCc1c2cc(O)ccc2nn1-c1ccc(O)cc1.CNC(=O)[C@H](CC(C)C)NC(C)=O", "energy_ha": -1453.72891}